Below is a 2-piece molecular cluster, C3H7N2O2 overall at a distorted geometry, with properties calculated with ωB97M-V with the def2-TZVPD basis set.

```
14
Properties=species:S:1:pos:R:3:lowdin_charge:R:1
C -1.2381 -0.3810 -0.0374 -0.181
C -1.8842 -0.9482 -1.0590 0.160
C -0.0076 -0.0799 0.6420 -0.239
N 1.5033 -0.9270 -0.7540 0.076
N 0.4138 1.9017 0.8969 0.276
O -1.1376 -0.4625 1.3615 0.177
O 1.1751 -0.6895 0.5838 -0.021
H -2.8784 -1.3333 -0.8680 0.099
H -1.4227 -0.8420 -1.9786 0.062
H 1.5004 -1.9620 -0.8985 0.136
H 2.5172 -0.5851 -0.9019 0.152
H -0.2001 2.4195 0.4128 0.063
H 1.4066 1.8612 0.7167 0.120
H 0.2523 2.0281 1.8839 0.121
```

- Charge: +1
- Frontier orbital gap: 9.77 eV
- E_HOMO: -14.43 eV


Below is C42H59F6N4O3SbSe3Sn as an isolated structure, with properties calculated with ωB97M-V with the def2-TZVPD basis set.

```
119
Properties=species:S:1:pos:R:3:lowdin_charge:R:1
Sn -0.4858 1.0898 0.1015 1.160
C 3.6109 -0.3482 -6.5107 -0.071
C 2.9618 1.0352 -6.4625 -0.560
C 2.0274 1.1732 -7.6721 -0.049
C 4.0738 2.0880 -6.5629 -0.051
C 2.1731 1.2448 -5.1725 -0.179
C 1.9614 0.2494 -4.2349 -0.071
C 1.3059 0.5334 -3.0471 -0.430
Se 1.0160 -0.8803 -1.7890 1.052
C -0.5130 -1.5377 -2.7309 -0.347
C -0.4400 -2.6561 -3.5169 -0.047
C -1.5773 -3.1491 -4.1684 -0.127
C -2.8174 -2.4977 -3.9717 0.028
C -2.9817 -1.3885 -3.1890 -0.045
C -1.7816 -0.8395 -2.5470 -0.328
O -1.8277 0.1879 -1.8440 -0.108
C -4.3407 -0.7620 -2.9190 -0.529
C -4.3416 0.7400 -3.2525 -0.032
C -4.6760 -0.9633 -1.4299 -0.027
C -5.4378 -1.4242 -3.7540 -0.072
C -1.5312 -4.3757 -5.0690 -0.556
C -0.1237 -4.9599 -5.1874 -0.067
C -2.0131 -3.9868 -6.4756 -0.042
C -2.4575 -5.4597 -4.4954 -0.040
C 0.8349 1.8184 -2.7126 -0.389
O 0.4425 2.1218 -1.4892 -0.491
C 0.8793 2.7906 -3.7447 -0.069
C 1.5915 2.4813 -4.8964 0.006
C 0.1984 4.1705 -3.6959 -0.524
C -0.7294 4.3714 -2.4965 -0.072
C 1.2670 5.2714 -3.6635 -0.040
C -0.6707 4.3349 -4.9568 -0.054
H 4.2194 -0.4379 -7.4136 0.081
H 2.8634 -1.1442 -6.5325 0.080
H 4.2596 -0.5150 -5.6479 0.081
H 2.5782 1.0288 -8.6061 0.080
H 1.5640 2.1609 -7.7004 0.077
H 1.2272 0.4317 -7.6245 0.086
H 4.6680 1.9298 -7.4674 0.079
H 4.7384 2.0296 -5.6984 0.088
H 3.6677 3.0994 -6.6000 0.075
H 2.3099 -0.7628 -4.3980 0.092
H 0.5155 -3.1490 -3.6275 0.095
H -3.6822 -2.9136 -4.4687 0.093
H -3.6718 1.2975 -2.6054 0.074
H -5.3528 1.1294 -3.1171 0.085
H -4.0458 0.9095 -4.2916 0.089
H -3.9086 -0.5496 -0.7812 0.056
H -4.7895 -2.0253 -1.2004 0.095
H -5.6123 -0.4557 -1.1894 0.096
H -5.2572 -1.3174 -4.8270 0.087
H -6.3883 -0.9400 -3.5246 0.086
H -5.5494 -2.4855 -3.5210 0.081
H 0.5819 -4.2350 -5.5977 0.086
H -0.1470 -5.8204 -5.8587 0.084
H 0.2554 -5.3002 -4.2221 0.087
H -1.3854 -3.1993 -6.8969 0.092
H -3.0419 -3.6262 -6.4656 0.078
H -1.9662 -4.8555 -7.1366 0.084
H -2.1461 -5.7428 -3.4884 0.093
H -2.4239 -6.3484 -5.1301 0.084
H -3.4928 -5.1220 -4.4426 0.078
H 1.6897 3.2627 -5.6408 0.099
H -0.1839 4.4591 -1.5621 -0.009
H -1.4421 3.5522 -2.3899 0.089
H -1.2934 5.2964 -2.6455 0.087
H 1.8885 5.1690 -2.7720 0.093
H 0.7916 6.2560 -3.6365 0.084
H 1.9180 5.2323 -4.5395 0.073
H -1.4082 3.5316 -5.0183 0.089
H -0.0864 4.3248 -5.8775 0.067
H -1.2059 5.2865 -4.9124 0.080
O -0.5721 -2.4191 0.2766 -0.144
C 0.1122 -3.5703 0.7343 -0.265
C 1.0101 -3.2930 1.9300 -0.158
C 2.0514 -2.1776 1.6699 -0.137
C 1.9773 -1.1179 2.7310 -0.312
C 2.6096 -1.2714 3.9614 -0.050
C 2.3756 -0.3391 4.9601 -0.085
C 1.5296 0.7248 4.6966 -0.047
C 0.9660 0.8176 3.4326 -0.126
N 1.1812 -0.0803 2.4689 0.100
H -1.0586 -1.9959 1.0036 0.044
H 0.7127 -3.9143 -0.1137 0.115
H -0.6030 -4.3644 0.9804 0.115
H 1.5105 -4.2236 2.2126 0.109
H 0.3721 -3.0119 2.7732 0.120
H 1.8446 -1.6978 0.7156 0.043
H 3.0591 -2.5986 1.6260 0.113
H 3.2633 -2.1197 4.1272 0.109
H 2.8405 -0.4482 5.9328 0.101
H 1.2981 1.4743 5.4406 0.107
H 0.3207 1.6496 3.1859 0.034
F -2.1003 -0.8804 2.0369 -0.401
Sb -3.4295 0.4082 2.5780 1.356
F -3.4081 1.1141 0.7979 -0.408
F -2.0372 1.6251 2.9789 -0.370
F -3.3392 -0.3010 4.3238 -0.364
F -4.7648 1.6323 3.0901 -0.359
F -4.7374 -0.8580 2.0615 -0.365
Se 0.1903 3.7139 0.9111 0.568
C -0.0922 3.9460 2.7184 -0.855
N -0.2105 4.1493 3.8505 0.025
C 5.4086 -0.5183 -1.8945 -0.044
N 5.6707 -0.1529 -0.5160 -0.134
C 6.7556 -0.5371 0.2489 -0.061
C 6.5859 0.0049 1.4725 -0.060
N 5.4023 0.7150 1.4437 -0.124
C 4.8119 1.4448 2.5550 -0.021
C 4.8299 0.6206 0.2163 -0.708
Se 3.2633 1.3815 -0.3404 0.738
H 6.2988 -0.9959 -2.2990 0.086
H 5.1578 0.3751 -2.4649 0.075
H 4.5554 -1.1958 -1.9496 0.084
H 7.5474 -1.1484 -0.1448 0.112
H 7.2013 -0.0437 2.3526 0.115
H 5.6109 1.7861 3.2106 0.092
H 4.1185 0.8108 3.1063 0.070
H 4.2600 2.2932 2.1556 0.067
```

- Expectation value of S²: 0.79
- Charge: -1
- 2S+1: 2
- Frontier orbital gap (alpha / beta): 6.64 / 4.78 eV
- E_HOMO (alpha / beta): -4.83 / -4.85 eV


Below is a 2-piece molecular cluster, C4H12S overall at a distorted geometry, with properties calculated with ωB97M-V with the def2-TZVPD basis set.

```
17
Properties=species:S:1:pos:R:3:lowdin_charge:R:1
C 1.0899 -0.6381 -2.3416 -0.177
C -0.2410 -1.3136 -2.6509 -0.167
H 1.0126 0.4359 -2.2176 0.053
H 1.5602 -0.9927 -1.4217 0.052
H 1.8415 -0.8097 -3.1106 0.057
H -0.3992 -1.4618 -3.7190 0.060
H -1.0645 -0.7082 -2.2765 0.055
H -0.3530 -2.2649 -2.1233 0.061
C 0.7251 -0.0086 2.1804 -0.463
C -1.5494 1.7420 2.2133 -0.418
S -0.1466 1.1976 1.2053 0.731
H 0.1265 -0.6928 2.7800 0.039
H 1.3099 -0.5803 1.4563 0.016
H 1.5095 0.3792 2.8305 0.029
H -1.7397 1.0096 2.9941 0.035
H -2.3863 1.9847 1.5858 0.018
H -1.2955 2.7217 2.6154 0.020
```

- Structure (SMILES): CSC.CC
- Frontier orbital gap: 9.45 eV
- E_HOMO: -8.41 eV


How do the records compare in ΔE to the lowest compared entry with this formula, charge and spin? In the order shown, they have 538.5, 80.0, 37.8 kJ/mol.